Entry 1:
The following is a DFT calculation (ωB97M-V with the def2-TZVPD basis set) of a structure of composition C37H38GeMnN7O9.

Computed properties:
gap between HOMO and LUMO (alpha / beta)	0.1736 / 0.1737	hartree

Geometry as ORCA input:
```
! RIJCOSX wB97M-V def2-TZVPD def2/J DEFGRID3
* xyz -1 2
Mn 0.3511 1.1236 -0.0379
C -3.8384 0.2354 -0.5695
C -2.3775 0.5133 -0.7046
N -1.6278 0.7660 0.2928
N -2.1323 0.8116 1.5855
C -1.4096 1.6950 2.2459
O -0.4828 2.4147 1.7840
C -1.7255 1.7775 3.7154
C -0.7700 2.2986 4.5787
C -1.0049 2.3395 5.9480
C -2.2086 1.8809 6.4637
C -3.1770 1.3763 5.6015
C -2.9335 1.3165 4.2368
C -1.6869 0.6325 -2.0654
C -2.6172 1.2160 -3.1064
C -2.1052 1.9857 -4.0862
C -0.7416 2.4211 -4.0469
C -0.0801 2.2301 -2.8490
N -0.5174 1.5021 -1.8284
H -4.0810 0.0125 0.4669
H -4.1338 -0.5914 -1.2132
H -4.4126 1.1091 -0.8890
H 0.1558 2.6634 4.1487
H -0.2467 2.7354 6.6135
H -2.3981 1.9223 7.5297
H -4.1274 1.0366 5.9982
H -3.6750 0.9249 3.5492
H -3.6666 0.9394 -3.0987
H -2.7569 2.3307 -4.8846
H -0.3291 3.0793 -4.7986
H 0.8626 2.7397 -2.6727
O 3.7776 -0.9295 5.8765
C 4.1463 0.1901 5.0876
C 3.1943 0.3500 3.9360
C 3.3141 1.4454 3.0913
C 2.4592 1.5656 2.0165
N 1.5093 0.6644 1.7373
C 1.3543 -0.3564 2.5800
C 2.1836 -0.5546 3.6814
C 0.1688 -1.2312 2.3708
C -0.6056 -1.5830 3.4724
C -1.7756 -2.2928 3.2756
C -2.7033 -2.5905 4.4243
O -3.9761 -1.9872 4.2480
C -2.1036 -2.6498 1.9755
C -1.2610 -2.2671 0.9476
N -0.1480 -1.5600 1.1277
H 4.4815 -1.1060 6.5046
H 5.1604 0.0706 4.6909
H 4.1300 1.1083 5.6844
H 4.0638 2.2099 3.2621
H 2.5190 2.4049 1.3411
H 2.0395 -1.4092 4.3263
H -0.3377 -1.2346 4.4632
H -2.2412 -2.2619 5.3614
H -2.8874 -3.6634 4.4999
H -3.8259 -1.0548 4.0467
H -3.0191 -3.1891 1.7618
H -1.5015 -2.5178 -0.0794
O 2.2125 1.9415 -0.8295
C 2.4230 0.8444 -1.4165
O 1.8257 -0.2154 -1.1408
C 3.4011 0.8115 -2.5658
C 4.2493 1.8841 -2.7961
C 5.1161 1.8267 -3.8698
C 5.1678 0.7572 -4.7411
C 4.3005 -0.2847 -4.4781
C 3.4220 -0.2873 -3.4134
N 4.3268 -1.4530 -5.3886
O 3.5502 -2.3513 -5.1723
O 5.1283 -1.4373 -6.2979
N 6.0357 2.9615 -4.1097
O 6.7515 2.9087 -5.0858
O 6.0235 3.8726 -3.3152
H 4.2140 2.7464 -2.1465
H 5.8447 0.7368 -5.5785
H 2.7526 -1.1151 -3.2298
C -1.4773 -3.8550 -2.9679
Ge -2.1965 -2.0949 -3.4673
C -4.1343 -2.2157 -3.1765
C -1.9364 -1.8612 -5.3939
C -1.1181 -0.7249 -2.5639
H -1.9093 -4.6397 -3.5930
H -1.7056 -4.0890 -1.9261
H -0.3922 -3.8761 -3.0869
H -4.5258 -2.9384 -3.8971
H -4.6372 -1.2613 -3.3397
H -4.3781 -2.5768 -2.1755
H -2.4651 -2.6234 -5.9709
H -0.8737 -1.9113 -5.6404
H -2.3035 -0.8751 -5.6864
H -0.4261 -0.4363 -3.3656
H -0.4876 -1.1767 -1.7923
*
```


Entry 2:
The following is a DFT calculation (ωB97M-V with the def2-TZVPD basis set) of a structure of composition C37H38HgN4O4Sb in a non-equilibrium geometry.

Computed properties:
gap between HOMO and LUMO (alpha / beta)	0.1680 / 0.2216	hartree

Geometry as ORCA input:
```
! RIJCOSX wB97M-V def2-TZVPD def2/J DEFGRID3
* xyz -2 2
Hg 0.9619 -0.0407 -0.3735
O 2.6661 0.2671 1.2033
C 2.6850 1.0651 2.1642
C 3.2227 0.5983 3.3780
C 3.1497 1.4286 4.4797
C 2.6246 2.7594 4.4446
C 2.1409 3.1581 3.2364
C 2.1456 2.4020 2.0549
C 1.5893 2.9551 0.8435
N 1.3891 2.2897 -0.2640
N 0.8634 3.0385 -1.2776
C -0.1175 2.4000 -1.8979
O -0.4981 1.1923 -1.7154
C -0.7107 3.1006 -3.0659
C -1.8796 2.5804 -3.6671
C -2.4717 3.1903 -4.7948
C -1.9023 4.3792 -5.2233
C -0.7717 4.9040 -4.6512
C -0.1598 4.2867 -3.5615
H 3.7278 -0.3413 3.4896
H 3.4872 1.1098 5.4862
H 2.7096 3.3422 5.3410
H 1.6862 4.1457 3.1812
H 1.3177 3.9903 0.8867
H -2.3610 1.6864 -3.2351
H -3.3964 2.8742 -5.2967
H -2.3846 4.9022 -6.0916
H -0.3169 5.8305 -5.0678
H 0.6728 4.7795 -3.1301
C 3.1186 1.6083 -2.9358
O 2.6445 0.3040 -2.6057
C 1.8980 -0.4044 -3.5553
C 2.0134 -0.1753 -4.9129
C 1.2357 -0.8312 -5.8305
C 0.4173 -1.8305 -5.4453
C 0.3157 -2.1329 -4.1045
C 1.0443 -1.4578 -3.1120
N 0.8812 -1.7370 -1.7886
N 0.4853 -2.9943 -1.5772
C 0.1942 -3.4766 -0.3630
C -0.1033 -2.7496 0.8288
O -0.2872 -1.4897 0.9363
C -0.2391 -3.4763 2.0356
C -0.2025 -4.8788 2.0839
C -0.0021 -5.6022 0.9250
C -0.0432 -7.0602 0.9419
C 0.0455 -7.7473 -0.2387
C 0.3959 -7.0884 -1.4299
C 0.4291 -5.6786 -1.4579
C 0.2035 -4.9162 -0.3085
H 4.1098 1.5229 -3.4825
H 3.2493 2.0690 -1.9522
H 2.3965 2.1167 -3.5626
H 2.7159 0.5945 -5.2063
H 1.2683 -0.5718 -6.9175
H -0.2143 -2.3519 -6.1168
H -0.4233 -2.8189 -3.6526
H -0.4376 -2.8361 2.8575
H -0.3658 -5.4632 3.0704
H -0.2734 -7.5840 1.8705
H -0.0425 -8.8485 -0.2399
H 0.4625 -7.5593 -2.3600
H 0.6818 -5.2294 -2.4148
C -3.0678 3.7713 2.5426
C -2.0620 2.8661 3.2325
Sb -1.4309 1.0502 2.2009
C -0.3442 0.1437 3.8426
C -0.4524 0.8122 5.2174
C -3.2525 -0.1142 2.8496
C -3.5379 -1.4442 2.0878
H -3.0765 4.8091 2.9060
H -4.1327 3.3905 2.7199
H -2.8839 3.8596 1.4805
H -2.5646 2.5512 4.1592
H -1.1247 3.3973 3.4552
H 0.6747 0.0484 3.5268
H -0.8160 -0.8579 3.7860
H -0.0140 1.8232 5.2235
H 0.0512 0.2229 5.9824
H -1.4689 0.9612 5.5513
H -4.0890 0.5689 2.6346
H -3.2184 -0.1643 3.9259
H -3.4382 -1.2093 0.9943
H -4.5524 -1.7804 2.4202
H -2.8402 -2.2046 2.4059
*
```


Entry 3:
The following is a DFT calculation (ωB97M-V with the def2-TZVPD basis set) of a structure of composition C37H38N3O5PPdS.

Computed properties:
gap between HOMO and LUMO	0.1820	hartree

Geometry as ORCA input:
```
! RIJCOSX wB97M-V def2-TZVPD def2/J DEFGRID3
* xyz -2 1
Pd -0.0551 -3.2769 -0.4547
C 5.4189 2.3064 -2.2415
C 4.7724 0.9449 -2.2208
C 3.6545 0.6739 -2.9992
C 2.9887 -0.5433 -2.9021
C 3.4352 -1.5104 -2.0185
C 4.5715 -1.2634 -1.2539
C 5.2337 -0.0518 -1.3595
S 2.4707 -2.9955 -1.6619
O 1.3043 -2.8595 -2.5337
O 3.3506 -4.1098 -1.9729
N 2.1112 -2.8141 -0.1488
C 2.9288 -3.5495 0.8295
C 2.1867 -4.5561 1.7603
O 2.7315 -4.7229 2.8762
O 1.1917 -5.1420 1.2781
H 5.3027 2.7893 -3.2136
H 6.4840 2.2483 -2.0084
H 4.9437 2.9429 -1.4898
H 3.2813 1.4382 -3.6751
H 2.0965 -0.7421 -3.4828
H 4.9140 -2.0232 -0.5606
H 6.1080 0.1394 -0.7444
H 3.4601 -2.8379 1.4686
H 3.6715 -4.1713 0.3203
C -5.6310 -2.9729 3.9352
C -4.4749 -2.4001 4.4606
C -3.3241 -2.3325 3.6946
C -3.2919 -2.8005 2.3721
C -4.4483 -3.4005 1.8777
C -5.6072 -3.4801 2.6462
P -1.6355 -2.8740 1.4878
C -2.1989 -3.3811 -0.1858
C -3.0458 -2.5726 -0.9831
C -3.4501 -2.9863 -2.2303
C -2.9529 -4.1911 -2.7633
C -2.0965 -4.9759 -2.0316
C -1.7194 -4.6113 -0.7146
C -1.3722 -1.0386 1.3752
C -2.3200 -0.1042 1.5704
C -2.0115 1.3078 1.7895
C -0.7687 1.7666 1.9359
C 0.4198 0.8890 1.7354
C 0.0358 -0.5235 1.1672
H -6.5337 -3.0346 4.5324
H -4.4745 -2.0198 5.4765
H -2.4164 -1.9076 4.1113
H -4.4425 -3.7988 0.8691
H -6.4964 -3.9459 2.2345
H -3.3890 -1.6239 -0.5819
H -4.1338 -2.3769 -2.8117
H -3.2425 -4.4961 -3.7630
H -1.6995 -5.8890 -2.4584
H -1.2777 -5.3490 -0.0526
H -3.3568 -0.3936 1.6707
H -2.8466 1.9901 1.9208
H -0.5829 2.8085 2.1839
H 1.0902 0.8981 2.5974
H 0.7668 -1.2865 1.4304
C 0.7728 6.3694 1.8227
C 1.0424 6.1031 0.3414
N 0.5046 4.8407 -0.1433
C -0.9388 4.7997 -0.3400
C -1.4009 5.5282 -1.5994
C 1.2499 3.6978 0.1695
O 2.2405 3.8010 0.8902
C 0.8248 2.4219 -0.4036
C 0.3074 2.3079 -1.6554
C -0.1586 1.0815 -2.2026
C -0.2335 -0.0095 -1.3640
N 0.3622 0.0205 -0.1819
C 1.1096 1.1615 0.3656
H 1.2088 7.3270 2.1178
H 1.2282 5.5788 2.4168
H -0.2984 6.4014 2.0358
H 2.1187 6.0775 0.1797
H 0.6226 6.9070 -0.2680
H -1.4418 5.2411 0.5307
H -1.2442 3.7595 -0.3925
H -1.1727 6.5958 -1.5593
H -2.4813 5.4167 -1.7143
H -0.9144 5.1068 -2.4801
H 0.2073 3.2077 -2.2556
H -0.5437 1.0302 -3.2103
H -0.7817 -0.9107 -1.6080
H 2.1822 0.9312 0.4190
*
```


Number 1: DFT total energy -5721.020655 Eh. Number 2: DFT total energy -2346.281981 Eh. Number 3: DFT total energy -2840.588249 Eh.